a | The molecule C4H10N2OS. Source: the Open Molecules 2025 dataset; level of theory: ωB97M-V/def2-TZVPD.

Properties
- LUMO level: 0.4 eV
- Kohn-Sham gap: 7.62 eV
- Total charge: 0
- SMILES: [NH3+]/C=C(\[O-])NCCS

The geometry in XYZ format:
```
18
Properties=species:S:1:pos:R:3:lowdin_charge:R:1
O -0.9652 -2.3811 0.4300 -0.069
C -0.6927 -1.1611 0.5706 -0.581
N 0.3878 -0.8119 1.3540 0.026
C 1.0454 0.4773 1.2557 -0.267
C 1.8829 0.6290 -0.0283 -0.506
S 1.2931 2.0353 -1.0895 0.657
C -1.5521 -0.2234 -0.0293 -0.136
N -2.4593 -0.8882 -0.9817 0.120
H 0.9076 -1.6350 1.5964 0.130
H 0.3227 1.2771 1.4001 0.095
H 1.6925 0.5790 2.1296 0.111
H 1.8869 -0.2360 -0.6880 0.059
H 2.9398 0.7337 0.2275 0.062
H -0.0005 1.8219 -0.8258 -0.195
H -1.7478 0.8209 0.1282 0.067
H -3.3513 -0.4348 -1.0348 0.140
H -2.0588 -0.9853 -1.9148 0.152
H -2.5597 -1.8284 -0.5651 0.136
```

b | The molecule C4H10N2OS. Source: the Open Molecules 2025 dataset; level of theory: ωB97M-V/def2-TZVPD.

Properties
- LUMO level: 0.6 eV
- Kohn-Sham gap: 7.86 eV
- Total charge: 0
- SMILES: [NH3+]/C=C(\[O-])NCCS

The geometry in XYZ format:
```
18
Properties=species:S:1:pos:R:3:lowdin_charge:R:1
O -1.4041 -1.7131 -0.2728 -0.095
C -1.0303 -0.5098 -0.5329 -0.584
N 0.0826 -0.3378 -1.3248 0.028
C 1.0116 0.7656 -1.2761 -0.279
C 2.2368 0.5053 -0.4031 -0.574
S 1.8658 0.3279 1.3399 0.711
C -1.7797 0.5478 -0.0301 -0.127
N -2.8743 -0.0111 0.7926 0.088
H 0.4799 -1.2212 -1.5950 0.133
H 0.5167 1.6490 -0.9069 0.099
H 1.3530 0.9649 -2.2867 0.111
H 2.7822 -0.3442 -0.8137 0.069
H 2.8843 1.3895 -0.5028 0.073
H 0.9609 -0.6536 1.2181 -0.146
H -1.5260 1.5919 0.0554 0.075
H -3.7953 0.1636 0.3886 0.138
H -2.8567 0.2433 1.7748 0.137
H -2.6000 -1.0799 0.5968 0.143
```

Short version: b is the most stable of them.